(1)
DFT (the ωB97M-V functional and the def2-TZVPD basis) results for a molecular structure, C9H12N3OPtSbSe5 at a distorted geometry.

## Properties
Orbital gap (alpha / beta): 3.6 / 3.3 eV
E: -352562.255 eV

Structure (ORCA input):
```
! wB97M-V def2-TZVPD RIJCOSX def2/J DEFGRID3
* xyz -2 1
Pt 0.18 -0.31 0.47
Se 1.81 -1.56 4.69
Sb 1.55 -2.24 2.36
Se 2.61 -0.34 0.88
Se -1.01 -1.98 1.75
Se 2.42 -4.46 1.88
Se -1.10 3.52 -1.31
N -1.35 4.37 0.26
C -1.08 3.50 1.24
C -1.16 3.71 2.62
C -0.79 2.66 3.46
C -0.37 1.45 2.96
N -0.30 1.22 1.64
C -0.66 2.20 0.80
N -0.62 1.97 -0.51
H -1.51 4.65 3.00
H -0.85 2.79 4.53
H -0.07 0.65 3.62
C 0.74 -2.81 -2.89
C 0.27 -1.61 -2.05
C 0.94 -0.34 -2.61
C -1.27 -1.48 -2.14
O 0.64 -1.83 -0.74
H 0.46 -2.68 -3.94
H 0.29 -3.72 -2.50
H 1.82 -2.90 -2.80
H 0.78 -0.26 -3.69
H 2.02 -0.40 -2.42
H 0.55 0.56 -2.13
H -1.60 -1.31 -3.16
H -1.60 -0.64 -1.52
H -1.72 -2.39 -1.75
*
```

Taken from the natural (NBO) analysis, the atomic charges in e are: number 1, Pt, carries 0.76; number 2, Se, carries -0.87; number 3, Sb, carries 1.07; number 4, Se, carries -0.67; number 5, Se, carries -0.64; number 6, Se, carries -0.81; number 7, Se, carries 0.86; number 8, N, carries -0.68; number 9, C, carries 0.15; number 10, C, carries -0.24; number 11, C, carries -0.23; number 12, C, carries 0.05; number 13, N, carries -0.42; number 14, C, carries 0.25; number 15, N, carries -0.65; number 16, H, carries 0.21; number 17, H, carries 0.22; number 18, H, carries 0.27; number 19, C, carries -0.62; number 20, C, carries 0.26; number 21, C, carries -0.65; number 22, C, carries -0.64; number 23, O, carries -0.77; number 24, H, carries 0.17; number 25, H, carries 0.21; number 26, H, carries 0.21; number 27, H, carries 0.17; number 28, H, carries 0.22; number 29, H, carries 0.21; number 30, H, carries 0.17; number 31, H, carries 0.21; number 32, H, carries 0.21

(2)
DFT (the ωB97M-V functional and the def2-TZVPD basis) results for a molecular structure, C9H12N5O at a distorted geometry.

## Properties
Relative energy (zero: lowest compared OMol25 entry of this formula, charge and spin): 270.3 kJ/mol
Orbital gap: 8.9 eV
E: -19015.331 eV

Structure (ORCA input):
```
! wB97M-V def2-TZVPD RIJCOSX def2/J DEFGRID3
* xyz 1 1
C -0.36 3.11 0.51
C -0.01 2.70 1.75
C -0.06 -3.08 1.72
C 0.10 -2.79 -0.70
C -0.27 2.13 -0.54
C 0.35 1.26 2.14
C 0.25 -3.81 0.41
C 0.92 -1.34 0.80
C -0.69 2.42 -1.99
N 0.31 -1.91 1.92
N 0.38 -1.52 -0.41
N 0.10 0.90 -0.21
N 0.48 0.48 1.04
N -0.46 1.15 -2.80
O 0.44 0.95 3.26
H -0.59 4.16 0.36
H -0.14 3.33 2.63
H -0.57 -3.60 2.39
H -0.36 -2.73 -1.72
H 1.37 -4.05 0.52
H -0.25 -4.81 0.27
H 1.99 -1.18 0.91
H 0.01 3.21 -2.41
H -1.74 2.74 -2.15
H -1.28 0.62 -3.00
H -0.09 1.52 -3.71
H 0.16 0.13 -0.96
*
```

Taken from the natural (NBO) analysis, the atomic charges in e are: number 1, C, carries -0.26; number 2, C, carries -0.14; number 3, C, carries 0.20; number 4, C, carries 0.21; number 5, C, carries 0.28; number 6, C, carries 0.59; number 7, C, carries -0.59; number 8, C, carries 0.33; number 9, C, carries -0.27; number 10, N, carries -0.38; number 11, N, carries -0.52; number 12, N, carries -0.29; number 13, N, carries -0.28; number 14, N, carries -0.86; number 15, O, carries -0.53; number 16, H, carries 0.26; number 17, H, carries 0.25; number 18, H, carries 0.20; number 19, H, carries 0.25; number 20, H, carries 0.28; number 21, H, carries 0.28; number 22, H, carries 0.25; number 23, H, carries 0.24; number 24, H, carries 0.24; number 25, H, carries 0.38; number 26, H, carries 0.39; number 27, H, carries 0.49

(3)
DFT (the ωB97M-V functional and the def2-TZVPD basis) results for a gas-phase ion, C9H12NO2S (charge +1) at a distorted geometry.

## Properties
Relative energy (zero: lowest compared OMol25 entry of this formula, charge and spin): 87.0 kJ/mol
Orbital gap: 8.8 eV
E: -25938.709 eV

Structure (ORCA input):
```
! wB97M-V def2-TZVPD RIJCOSX def2/J DEFGRID3
* xyz 1 1
C 4.12 -1.24 1.11
C 3.65 -0.27 0.32
C 2.91 -0.42 -0.95
O 1.54 0.21 -1.07
C 0.49 -0.30 -0.52
O 0.45 -1.37 0.02
C -0.82 0.56 -0.58
C -0.92 1.54 0.55
C -2.08 1.68 1.19
C -3.28 1.02 0.82
C -3.28 -0.03 -0.02
S -4.66 -0.87 -0.58
N -1.86 -0.55 -0.41
H 4.52 -1.01 2.11
H 3.92 -2.24 0.99
H 3.97 0.79 0.42
H 2.92 -1.50 -1.26
H 3.41 0.11 -1.75
H -0.80 1.23 -1.44
H -0.10 2.20 0.72
H -2.23 2.38 1.93
H -4.25 1.27 1.24
H -4.25 -0.87 -1.91
H -1.95 -1.19 -1.27
H -1.41 -1.14 0.32
*
```

Taken from the natural (NBO) analysis, the atomic charges in e are: number 1, C, carries -0.30; number 2, C, carries -0.26; number 3, C, carries -0.11; number 4, O, carries -0.48; number 5, C, carries 0.80; number 6, O, carries -0.60; number 7, C, carries -0.18; number 8, C, carries -0.16; number 9, C, carries -0.22; number 10, C, carries -0.21; number 11, C, carries -0.05; number 12, S, carries 0.15; number 13, N, carries -0.56; number 14, H, carries 0.22; number 15, H, carries 0.20; number 16, H, carries 0.21; number 17, H, carries 0.21; number 18, H, carries 0.22; number 19, H, carries 0.28; number 20, H, carries 0.25; number 21, H, carries 0.24; number 22, H, carries 0.26; number 23, H, carries 0.14; number 24, H, carries 0.46; number 25, H, carries 0.48

(4)
DFT (the ωB97M-V functional and the def2-TZVPD basis) results for a single C9H12NPS molecule at a distorted geometry.

## Properties
Relative energy (zero: lowest compared OMol25 entry of this formula, charge and spin): 231.4 kJ/mol
Orbital gap: 7.3 eV
E: -31138.779 eV

Structure (ORCA input):
```
! wB97M-V def2-TZVPD RIJCOSX def2/J DEFGRID3
* xyz 0 1
C 2.41 0.23 1.95
N 1.27 0.42 1.08
C 1.16 0.11 -0.16
S 2.47 -0.56 -0.90
C -0.08 0.52 -0.96
C -0.03 2.01 -0.76
C -0.84 2.61 0.07
C -1.94 1.91 0.77
C -2.22 0.65 0.42
C -1.38 -0.11 -0.55
P -1.99 -1.69 -0.93
C -0.70 -2.14 -2.22
H 2.04 -0.40 2.71
H 3.20 -0.23 1.31
H 2.83 1.03 2.53
H 0.37 0.77 1.41
H 0.19 0.14 -2.03
H 0.60 2.56 -1.45
H -0.87 3.72 0.16
H -2.41 2.35 1.53
H -2.99 0.12 0.77
H -0.66 -3.29 -2.43
H 0.28 -1.75 -1.98
H -0.93 -1.61 -3.14
*
```

Taken from the natural (NBO) analysis, the atomic charges in e are: number 1, C, carries -0.44; number 2, N, carries -0.55; number 3, C, carries 0.18; number 4, S, carries -0.23; number 5, C, carries -0.42; number 6, C, carries -0.15; number 7, C, carries -0.25; number 8, C, carries -0.23; number 9, C, carries -0.19; number 10, C, carries -0.38; number 11, P, carries 0.70; number 12, C, carries -0.98; number 13, H, carries 0.20; number 14, H, carries 0.26; number 15, H, carries 0.21; number 16, H, carries 0.40; number 17, H, carries 0.28; number 18, H, carries 0.23; number 19, H, carries 0.22; number 20, H, carries 0.21; number 21, H, carries 0.20; number 22, H, carries 0.24; number 23, H, carries 0.25; number 24, H, carries 0.23

(5)
DFT (the ωB97M-V functional and the def2-TZVPD basis) results for a molecular structure, C9H12NSbSe4W at a distorted geometry.

## Properties
Orbital gap (alpha / beta): 5.8 / 5.8 eV
E: -280766.602 eV

Structure (ORCA input):
```
! wB97M-V def2-TZVPD RIJCOSX def2/J DEFGRID3
* xyz 0 1
W -1.14 1.01 -0.18
Se -3.83 0.71 -0.37
Sb -2.71 1.46 -2.42
Se 0.40 0.15 -1.60
Se -1.13 3.20 0.34
Se -3.67 1.07 -4.56
C 1.38 -0.33 1.49
N 0.53 0.88 1.61
C 1.45 2.02 1.74
C -0.30 0.78 2.83
C -1.24 -0.37 2.60
C -1.54 -1.30 3.58
C -2.26 -2.44 3.25
C -2.64 -2.65 1.93
C -2.36 -1.70 0.96
C -1.67 -0.52 1.28
H 1.95 -0.46 2.42
H 2.07 -0.19 0.66
H 0.77 -1.21 1.31
H 2.17 1.81 2.54
H 0.91 2.93 1.99
H 1.99 2.17 0.80
H -0.83 1.73 2.94
H 0.34 0.63 3.71
H -1.19 -1.16 4.60
H -2.49 -3.18 4.01
H -3.16 -3.55 1.65
H -2.68 -1.88 -0.06
*
```

Taken from the natural (NBO) analysis, the atomic charges in e are: number 1, W, carries 0.21; number 2, Se, carries -0.32; number 3, Sb, carries 0.97; number 4, Se, carries -0.15; number 5, Se, carries -0.11; number 6, Se, carries -0.45; number 7, C, carries -0.43; number 8, N, carries -0.42; number 9, C, carries -0.42; number 10, C, carries -0.27; number 11, C, carries 0.02; number 12, C, carries -0.23; number 13, C, carries -0.19; number 14, C, carries -0.22; number 15, C, carries -0.20; number 16, C, carries -0.37; number 17, H, carries 0.19; number 18, H, carries 0.22; number 19, H, carries 0.23; number 20, H, carries 0.19; number 21, H, carries 0.22; number 22, H, carries 0.22; number 23, H, carries 0.23; number 24, H, carries 0.20; number 25, H, carries 0.21; number 26, H, carries 0.22; number 27, H, carries 0.22; number 28, H, carries 0.22

(6)
DFT (the ωB97M-V functional and the def2-TZVPD basis) results for 2 unconnected molecules or ions with the total composition C9H12NSe at a distorted geometry.

## Properties
<S²>: 2.025
Orbital gap (alpha / beta): 7.3 / 6.2 eV
E: -76349.938 eV

Structure (ORCA input):
```
! wB97M-V def2-TZVPD RIJCOSX def2/J DEFGRID3
* xyz 1 3
C 1.32 3.15 -0.25
C 1.65 2.21 -1.18
C 0.16 3.08 0.54
C 0.69 1.21 -1.37
C -0.87 2.22 0.21
C -0.53 1.23 -0.74
C -1.11 -3.82 0.86
C -1.44 -2.55 0.85
C -0.72 -1.41 0.45
N 0.67 -1.43 -0.14
Se -1.73 -0.32 -0.85
H 2.09 3.86 -0.17
H 2.43 2.21 -1.80
H 0.05 3.91 1.17
H 0.76 0.45 -2.13
H -1.86 2.25 0.74
H -1.66 -4.70 1.15
H -0.15 -4.04 0.40
H -2.50 -2.39 1.09
H -0.38 -0.68 2.03
H 1.35 -2.06 0.43
H 1.08 -0.44 -0.31
H 0.66 -1.95 -1.01
*
```

Taken from the natural (NBO) analysis, the atomic charges in e are: number 1, C, carries -0.16; number 2, C, carries -0.18; number 3, C, carries -0.18; number 4, C, carries -0.31; number 5, C, carries -0.21; number 6, C, carries -0.20; number 7, C, carries -0.24; number 8, C, carries -0.31; number 9, C, carries -0.09; number 10, N, carries -0.78; number 11, Se, carries 0.47; number 12, H, carries 0.23; number 13, H, carries 0.22; number 14, H, carries 0.24; number 15, H, carries 0.22; number 16, H, carries 0.25; number 17, H, carries 0.24; number 18, H, carries 0.16; number 19, H, carries 0.26; number 20, H, carries -0.01; number 21, H, carries 0.45; number 22, H, carries 0.49; number 23, H, carries 0.44